The following is a quantum chemistry calculation of the ion C4H10NOS with charge +1, from OMol25.

Output
structure (SMILES) = [NH3+][C@H](C=O)CCS
energy above the lowest of the compared OMol25 structures with the same formula, charge and spin = 41.7 kcal/mol
total charge = +1
DFT total energy = -686.3045 hartree
frontier orbital gap = 9.42 eV

XYZ file:
```
17
C4H10NOS | OMol25 | wB97M-V/def2-TZVPD
O 0.8404 0.2007 2.8938
C -0.0202 0.1096 2.0663
C 0.3058 0.4606 0.6236
C 0.4471 -0.7822 -0.2751
C -0.8393 -1.2256 -1.0121
S -1.3400 0.1260 -2.1252
N 1.7671 1.0093 0.4997
H -1.0426 -0.2441 2.2024
H -0.2790 1.3136 0.2647
H 1.1569 -0.7271 -1.1129
H 0.9058 -1.5740 0.3311
H -1.5597 -1.6192 -0.2913
H -0.6682 -2.1472 -1.5785
H -1.5021 -0.6074 -3.2502
H 1.9799 1.9067 0.9454
H 2.0433 0.9840 -0.4860
H 2.4060 0.3790 1.0030
```

Okay, here come the natural (NBO) numbers, in e, for every atom: atom 1 (O): -0.4727, atom 2 (C): 0.4234, atom 3 (C): -0.1339, atom 4 (C): -0.4524, atom 5 (C): -0.5362, atom 6 (S): -0.0446, atom 7 (N): -0.6841, atom 8 (H): 0.1681, atom 9 (H): 0.2566, atom 10 (H): 0.2344, atom 11 (H): 0.2361, atom 12 (H): 0.2265, atom 13 (H): 0.2571, atom 14 (H): 0.1702, atom 15 (H): 0.4522, atom 16 (H): 0.4505, atom 17 (H): 0.4488

=====

The following is a quantum chemistry calculation of a cluster of 5 separate species, C18H34BrNO14 in total, from OMol25.

Output
structure (SMILES) = O=C1NC[C@@H](Br)[C@@H]1CCO.COC(=O)OC.COC(=O)OC.COC(=O)OC.COC(=O)OC
total charge = 0
DFT total energy = -4388.4319 hartree
frontier orbital gap = 10.35 eV

XYZ file:
```
68
C18H34BrNO14 | OMol25 | wB97M-V/def2-TZVPD
O -2.1501 3.8767 1.4756
C -1.7929 2.7524 1.2477
N -0.5109 2.3876 0.7970
C -0.4071 0.9102 0.8290
C -1.5614 0.4521 1.7172
Br -1.0826 0.3380 3.6133
C -2.6348 1.5055 1.4691
C -3.4522 1.2005 0.1877
C -4.9610 1.2352 0.4412
O -5.3817 2.3080 1.2720
H -0.2994 2.7592 -0.1204
H 0.5800 0.5683 1.1418
H -0.5952 0.5022 -0.1732
H -1.8628 -0.5591 1.4493
H -3.2613 1.6913 2.3448
H -3.1860 0.2034 -0.1746
H -3.2103 1.9288 -0.5940
H -5.3095 0.3044 0.9003
H -5.4664 1.3095 -0.5321
H -4.7757 3.0525 1.1749
C 3.0912 -3.5400 -0.8402
O 3.0921 -3.5808 0.5910
C 2.0983 -2.9109 1.1641
O 1.2328 -2.2996 0.5854
O 2.2187 -3.0214 2.4843
C 1.1853 -2.3445 3.2087
H 3.9520 -4.1179 -1.1609
H 2.1778 -3.9818 -1.2343
H 3.1910 -2.5167 -1.1956
H 0.2104 -2.7648 2.9691
H 1.1983 -1.2844 2.9771
H 1.4000 -2.4903 4.2632
C 7.0624 -5.5591 -3.8155
O 7.5276 -4.3678 -4.4562
C 6.9206 -3.2542 -4.0531
O 6.0477 -3.1868 -3.2264
O 7.4438 -2.2278 -4.7185
C 6.8820 -0.9565 -4.3792
H 7.6435 -6.3708 -4.2420
H 7.2295 -5.5065 -2.7413
H 6.0041 -5.7139 -4.0167
H 7.0423 -0.7359 -3.3257
H 5.8167 -0.9372 -4.6012
H 7.4027 -0.2293 -4.9944
C 3.6748 6.2135 5.8532
O 3.0421 5.0305 5.3620
C 1.7228 5.1501 5.1860
O 1.0771 6.1411 5.4073
O 1.2572 3.9934 4.7307
C -0.1574 3.9751 4.4839
H 4.7292 5.9701 5.9454
H 3.5432 7.0382 5.1550
H 3.2709 6.4903 6.8254
H -0.4261 4.7107 3.7305
H -0.7037 4.1708 5.4054
H -0.3752 2.9703 4.1314
C -5.8776 -3.1825 -2.4678
O -6.5110 -2.7122 -3.6604
C -6.4500 -1.3936 -3.8319
O -5.9209 -0.6098 -3.0865
O -7.0741 -1.0898 -4.9666
C -7.0891 0.3071 -5.2765
H -6.0091 -4.2601 -2.4677
H -4.8170 -2.9377 -2.4752
H -6.3496 -2.7503 -1.5874
H -6.0749 0.6849 -5.3898
H -7.6054 0.8663 -4.4987
H -7.6256 0.3958 -6.2160
```

Okay, here come the natural (NBO) numbers, in e, for every atom: atom 1 (O): -0.5710, atom 2 (C): 0.6988, atom 3 (N): -0.6431, atom 4 (C): -0.2526, atom 5 (C): -0.2126, atom 6 (Br): -0.0134, atom 7 (C): -0.3889, atom 8 (C): -0.4181, atom 9 (C): -0.0548, atom 10 (O): -0.7200, atom 11 (H): 0.3998, atom 12 (H): 0.2297, atom 13 (H): 0.1988, atom 14 (H): 0.2347, atom 15 (H): 0.2656, atom 16 (H): 0.2206, atom 17 (H): 0.2106, atom 18 (H): 0.1730, atom 19 (H): 0.1795, atom 20 (H): 0.4751, atom 21 (C): -0.2554, atom 22 (O): -0.4892, atom 23 (C): 0.9821, atom 24 (O): -0.6656, atom 25 (O): -0.4905, atom 26 (C): -0.2585, atom 27 (H): 0.2063, atom 28 (H): 0.1876, atom 29 (H): 0.1938, atom 30 (H): 0.1900, atom 31 (H): 0.1956, atom 32 (H): 0.1996, atom 33 (C): -0.2557, atom 34 (O): -0.4907, atom 35 (C): 0.9803, atom 36 (O): -0.6535, atom 37 (O): -0.4906, atom 38 (C): -0.2557, atom 39 (H): 0.1981, atom 40 (H): 0.1933, atom 41 (H): 0.1913, atom 42 (H): 0.1937, atom 43 (H): 0.1918, atom 44 (H): 0.1977, atom 45 (C): -0.2549, atom 46 (O): -0.4974, atom 47 (C): 0.9779, atom 48 (O): -0.6450, atom 49 (O): -0.4942, atom 50 (C): -0.2616, atom 51 (H): 0.1928, atom 52 (H): 0.1918, atom 53 (H): 0.1917, atom 54 (H): 0.2032, atom 55 (H): 0.1886, atom 56 (H): 0.1997, atom 57 (C): -0.2554, atom 58 (O): -0.4910, atom 59 (C): 0.9798, atom 60 (O): -0.6524, atom 61 (O): -0.4906, atom 62 (C): -0.2557, atom 63 (H): 0.1981, atom 64 (H): 0.1908, atom 65 (H): 0.1926, atom 66 (H): 0.1921, atom 67 (H): 0.1941, atom 68 (H): 0.1976

=====

The following is a quantum chemistry calculation of a structure of composition C4H7NS3, from OMol25.

Output
energy above the lowest of the compared OMol25 structures with the same formula, charge and spin = 54.5 kcal/mol
total charge = 0
DFT total energy = -1405.8366 hartree
frontier orbital gap = 8.22 eV

XYZ file:
```
15
C4H7NS3 | OMol25 | wB97M-V/def2-TZVPD
C -2.8691 0.7460 -0.2866
C -1.5336 0.5404 0.3083
C 1.2307 1.1056 0.7842
C 2.4398 -2.1771 -0.9009
H -3.5165 1.6191 -0.0047
H -3.5240 -0.1004 -0.0039
H -2.8043 0.8010 -1.3502
H 1.5561 2.0539 1.1946
H 0.7926 0.3880 1.5770
H 1.9879 -3.0515 -1.1556
H 3.5480 -2.1930 -1.0883
N 1.6027 -1.1725 -0.5338
S -1.2964 -0.3710 1.6084
S -0.1914 1.5622 -0.1423
S 2.5775 0.2492 -0.0060
```

Okay, here come the natural (NBO) numbers, in e, for every atom: atom 1 (C): -0.6931, atom 2 (C): -0.2894, atom 3 (C): -0.7930, atom 4 (C): -0.0789, atom 5 (H): 0.2557, atom 6 (H): 0.2492, atom 7 (H): 0.2318, atom 8 (H): 0.2587, atom 9 (H): 0.2809, atom 10 (H): 0.1712, atom 11 (H): 0.1707, atom 12 (N): -0.4972, atom 13 (S): 0.0175, atom 14 (S): 0.3441, atom 15 (S): 0.3718

=====

The following is a quantum chemistry calculation of the molecule C6H12O, from OMol25.

Output
structure (SMILES) = CCCCCC=O
energy above the lowest of the compared OMol25 structures with the same formula, charge and spin = 13.9 kcal/mol
total charge = 0
DFT total energy = -311.0371 hartree
frontier orbital gap = 10.87 eV

XYZ file:
```
19
C6H12O | OMol25 | wB97M-V/def2-TZVPD
O -2.5872 -0.2281 1.0727
C -2.2333 0.4808 0.1684
C -1.1117 0.1648 -0.7776
C -0.1561 -0.9196 -0.3433
C 0.9358 -0.5310 0.6682
C 1.8022 0.6542 0.2664
C 2.8454 0.3131 -0.8028
H -2.7549 1.4381 -0.0417
H -1.5586 -0.0669 -1.7495
H -0.5891 1.0928 -1.0004
H 0.3020 -1.3957 -1.2136
H -0.7122 -1.7249 0.1445
H 1.5736 -1.4127 0.7841
H 0.4899 -0.3832 1.6556
H 2.3062 1.1232 1.1113
H 1.1756 1.4770 -0.0895
H 3.3996 1.2130 -1.0554
H 3.4663 -0.5197 -0.4857
H 2.3484 -0.0238 -1.7194
```

Okay, here come the natural (NBO) numbers, in e, for every atom: atom 1 (O): -0.5230, atom 2 (C): 0.4494, atom 3 (C): -0.5261, atom 4 (C): -0.4069, atom 5 (C): -0.3970, atom 6 (C): -0.3991, atom 7 (C): -0.6059, atom 8 (H): 0.1016, atom 9 (H): 0.2409, atom 10 (H): 0.2196, atom 11 (H): 0.2042, atom 12 (H): 0.2280, atom 13 (H): 0.2019, atom 14 (H): 0.2112, atom 15 (H): 0.2044, atom 16 (H): 0.1859, atom 17 (H): 0.2106, atom 18 (H): 0.2038, atom 19 (H): 0.1963